[1]
{
  "formula": "C33H35BrF3N7O3PReS",
  "method": "ωB97M-V/def2-TZVPD",
  "lumo_ha": [-0.3061, -0.2956],
  "multiplicity": 2,
  "e_above_lowest_kcal_mol": 0.0,
  "charge": 3,
  "elements": ["Re", "O", "C", "C", "C", "C", "C", "C", "C", "O", "N", "N", "C", "C", "Br", "C", "C", "C", "C", "C", "C", "C", "H", "H", "H", "H", "H", "H", "H", "H", "H", "H", "H", "H", "H", "H", "O", "N", "C", "C", "C", "C", "C", "S", "H", "H", "H", "H", "C", "N", "C", "N", "C", "N", "C", "P", "C", "C", "H", "H", "H", "H", "H", "H", "H", "H", "H", "H", "H", "H", "H", "F", "C", "F", "F", "C", "C", "C", "N", "C", "C", "H", "H", "H", "H"],
  "positions_angstrom": [[-2.54833, 0.41297, 1.32609], [-3.64069, -3.36663, 4.95243], [-2.27464, -3.34214, 5.00053], [-1.52665, -4.08338, 5.90048], [-0.14604, -3.96666, 5.89447], [0.48988, -3.11625, 4.99892], [-0.26336, -2.37973, 4.10062], [-1.64910, -2.48849, 4.09338], [-2.52868, -1.72180, 3.14820], [-1.74067, -1.03554, 2.17329], [-3.34493, -0.68401, 3.88732], [-2.96046, 0.54780, 3.43966], [-2.67693, 1.54304, 4.19545], [-1.95808, 2.67047, 3.63648], [-0.77421, 2.10675, 2.19289], [-1.89631, 3.93427, 4.06671], [-2.76180, 4.52610, 5.07778], [-2.26575, 5.60215, 5.82110], [-3.03666, 6.17524, 6.81638], [-4.31817, 5.69989, 7.06139], [-4.83616, 4.65603, 6.30505], [-4.06476, 4.07134, 5.31633], [-3.98951, -4.01280, 5.57735], [-2.02030, -4.74512, 6.60249], [0.43750, -4.54651, 6.59672], [1.56756, -3.03487, 4.99919], [0.22240, -1.72950, 3.38573], [-3.23448, -2.37066, 2.62901], [-3.22885, -0.78630, 4.89273], [-2.85610, 1.51675, 5.26841], [-1.13096, 4.58185, 3.65012], [-1.26818, 5.97625, 5.62595], [-2.64282, 6.99819, 7.39659], [-4.92394, 6.15832, 7.83139], [-5.84713, 4.31286, 6.47826], [-4.49521, 3.29645, 4.69201], [-4.19607, -0.60309, 0.84835], [-4.31316, -1.14355, -0.40142], [-5.38957, -1.92566, -0.61562], [-5.59043, -2.46258, -1.85985], [-4.67862, -2.18123, -2.87877], [-3.58872, -1.37673, -2.62092], [-3.40674, -0.85141, -1.34615], [-2.08273, 0.19299, -0.88130], [-6.02987, -2.07121, 0.24145], [-6.45255, -3.09047, -2.02945], [-4.82810, -2.59091, -3.86819], [-2.86413, -1.13666, -3.38598], [8.29470, -7.64124, -6.14508], [7.00491, -8.03635, -6.88682], [6.92224, -7.19364, -8.16994], [6.98775, -5.81040, -7.86918], [8.22253, -5.50278, -7.14901], [8.32245, -6.24734, -5.89451], [7.32019, -5.82151, -4.91027], [5.56069, -6.06307, -5.47331], [5.79554, -7.83313, -6.02077], [5.79752, -5.32144, -7.16577], [9.11696, -7.93800, -6.79629], [8.32071, -8.22024, -5.22286], [7.06889, -9.02128, -7.14770], [5.98792, -7.45698, -8.66403], [7.76917, -7.49979, -8.78416], [8.25868, -4.43609, -6.93753], [9.07313, -5.76070, -7.78152], [7.47375, -4.76379, -4.69100], [7.48098, -6.36055, -3.97448], [4.92291, -8.16877, -6.58197], [5.90194, -8.47763, -5.14717], [5.87671, -4.23830, -7.05956], [4.91270, -5.51227, -7.77638], [-5.67008, 6.73980, 1.02508], [-6.34285, 5.62500, 1.30246], [-6.90234, 5.75155, 2.50799], [-7.31414, 5.47556, 0.40031], [-5.42804, 4.41336, 1.27504], [-4.21213, 4.45545, 0.61500], [-3.41746, 3.32784, 0.62740], [-3.78872, 2.19691, 1.25210], [-4.99116, 2.15036, 1.85702], [-5.83141, 3.24021, 1.89472], [-3.87884, 5.34990, 0.10834], [-2.45770, 3.31809, 0.13151], [-5.26347, 1.21169, 2.31956], [-6.78320, 3.17476, 2.40372]]
}

[2]
{
  "formula": "C33H35BrI2NO17S",
  "method": "ωB97M-V/def2-TZVPD",
  "lumo_ha": -0.1416,
  "multiplicity": 1,
  "charge": 1,
  "elements": ["C", "C", "C", "Br", "N", "O", "C", "C", "C", "S", "C", "I", "C", "C", "I", "H", "H", "H", "H", "H", "H", "H", "H", "H", "H", "H", "H", "H", "H", "H", "H", "H", "H", "H", "C", "C", "C", "O", "C", "C", "C", "O", "O", "O", "H", "H", "H", "H", "C", "C", "C", "O", "C", "C", "C", "O", "O", "O", "H", "H", "H", "H", "C", "C", "C", "O", "C", "C", "C", "O", "O", "O", "H", "H", "H", "H", "C", "C", "C", "O", "C", "C", "C", "O", "O", "O", "H", "H", "H", "H"],
  "positions_angstrom": [[2.82515, -3.81993, -0.81487], [1.90603, -3.74911, 0.53518], [1.11412, -2.34127, 0.79835], [2.41574, -0.86383, 0.47934], [-0.27695, -2.20803, 0.28145], [-0.93560, -3.28300, 0.84732], [-0.93904, -1.03247, 0.96312], [-1.33732, 0.27275, 0.08778], [-0.16988, 1.46262, 0.02586], [-0.94897, 3.16599, -0.13610], [-0.56840, -2.41384, -1.17124], [0.48104, -1.19804, -2.64631], [-0.62394, -3.95758, -1.72057], [-0.13167, -4.17530, -3.27654], [-2.75422, -4.64817, -1.76584], [2.31107, -3.48469, -1.80526], [3.10361, -4.97147, -0.96617], [3.87057, -3.29002, -0.60794], [1.22350, -4.72166, 0.65360], [2.68377, -3.84834, 1.43893], [1.01908, -2.31904, 1.99487], [-0.92410, -3.22805, 1.83858], [-1.96714, -1.37253, 1.47322], [-0.30515, -0.61074, 1.88559], [-1.75974, 0.08100, -0.98615], [-2.23369, 0.80215, 0.67729], [0.59816, 1.28353, -0.84755], [0.42922, 1.46104, 1.05516], [-1.51178, 3.30823, -1.43612], [-1.71388, -2.07646, -1.29605], [-0.07511, -4.76198, -1.08974], [1.02088, -4.08678, -3.44986], [-0.38923, -5.31841, -3.51848], [-0.78335, -3.57003, -4.07175], [-4.92423, 1.86237, -3.85997], [-5.75157, 0.82584, -4.00776], [-6.25176, 0.06144, -2.83170], [-7.02604, -0.87451, -2.99756], [-5.78346, 0.46600, -1.49692], [-4.95340, 1.50038, -1.34964], [-4.47539, 2.28153, -2.52328], [-3.72740, 3.23872, -2.35462], [-4.50721, 1.88429, -0.09834], [-6.17567, 0.42436, -5.26119], [-4.55471, 2.42819, -4.70591], [-6.14059, -0.10919, -0.65232], [-3.92046, 2.65588, -0.25604], [-6.76712, -0.34338, -5.10294], [-4.48387, 6.49207, 2.77484], [-4.47142, 7.11020, 3.95742], [-3.30320, 7.00211, 4.87459], [-3.31284, 7.59683, 5.94661], [-2.16853, 6.16736, 4.44993], [-2.18265, 5.54653, 3.26882], [-3.33891, 5.67713, 2.34030], [-3.31497, 5.10935, 1.25347], [-1.12082, 4.75829, 2.86462], [-5.54504, 7.87577, 4.37380], [-5.32545, 6.56389, 2.09742], [-1.33363, 6.08297, 5.13370], [-1.36941, 4.42132, 1.97628], [-5.29383, 8.21755, 5.25944], [2.46652, -4.48077, 5.69754], [3.20305, -5.51540, 6.10714], [4.66914, -5.57058, 5.85184], [5.32286, -6.52534, 6.25693], [5.28124, -4.45936, 5.10677], [4.54391, -3.42649, 4.69425], [3.08329, -3.35848, 4.97370], [2.43540, -2.38736, 4.59775], [5.11223, -2.38011, 3.99117], [2.62989, -6.57516, 6.78575], [1.40035, -4.42669, 5.87830], [6.34437, -4.52062, 4.91250], [4.37471, -1.75807, 3.80776], [3.36846, -7.19421, 6.97436], [4.37977, 3.08645, -4.28886], [5.50586, 2.91335, -4.98361], [5.67404, 1.75906, -5.90934], [6.71296, 1.63681, -6.54865], [4.56839, 0.79430, -6.01588], [3.44375, 0.96571, -5.31842], [3.26520, 2.13464, -4.41406], [2.21286, 2.27505, -3.80004], [2.40175, 0.06142, -5.41173], [6.55879, 3.80237, -4.86913], [4.24324, 3.92217, -3.61414], [4.71072, -0.04961, -6.67867], [1.70283, 0.40623, -4.81415], [7.25525, 3.46079, -5.47126]]
}

[3]
{
  "formula": "C33H35F5N4OP2Pd",
  "method": "ωB97M-V/def2-TZVPD",
  "lumo_ha": [-0.2112, -0.3472],
  "multiplicity": 5,
  "e_above_lowest_kcal_mol": 134.9,
  "charge": 2,
  "elements": ["Pd", "C", "C", "C", "C", "C", "C", "C", "C", "C", "H", "H", "H", "H", "H", "H", "H", "H", "H", "H", "H", "H", "H", "H", "H", "P", "P", "N", "N", "N", "N", "C", "C", "C", "C", "C", "C", "C", "C", "C", "C", "C", "C", "C", "C", "C", "C", "C", "C", "H", "H", "H", "H", "H", "H", "H", "H", "H", "H", "H", "H", "H", "H", "H", "H", "H", "H", "H", "H", "F", "C", "C", "F", "C", "F", "C", "O", "C", "F", "C", "F"],
  "positions_angstrom": [[0.04817, 1.08056, -4.57366], [-1.37910, 1.63250, -5.89033], [-1.32984, 0.24951, -5.87170], [-0.61349, -0.52424, -6.92152], [0.81210, 0.00023, -7.31258], [1.50647, 0.68264, -6.15289], [1.30371, 2.01622, -5.73352], [0.45095, 3.02113, -6.41764], [-0.82912, 2.47081, -7.00538], [0.27181, 1.05058, -1.93703], [-2.17094, 2.09001, -5.32716], [-2.15782, -0.31857, -5.41198], [-1.19181, -0.59608, -7.86290], [-0.47443, -1.55399, -6.55288], [1.42428, -0.89919, -7.55943], [0.69833, 0.57694, -8.25038], [2.32527, 0.10282, -5.70834], [2.00834, 2.42384, -5.03452], [1.11533, 3.37699, -7.18712], [0.22380, 3.81793, -5.70727], [-1.53200, 3.27554, -7.26846], [-0.61991, 1.82026, -7.85872], [-0.64838, 1.74708, -1.83916], [1.09921, 1.67442, -1.48547], [0.08550, 0.16808, -1.27952], [1.61380, -0.21682, -2.88144], [-1.61523, -0.88450, -2.13513], [3.25247, 0.56752, -3.18187], [2.38076, -1.63229, -1.81855], [-2.74748, 0.42249, -2.70011], [-2.86797, -1.92014, -1.66438], [0.61959, -1.50889, -3.80946], [-0.89956, -1.76326, -3.52878], [3.22454, 1.95010, -2.87147], [4.26543, 2.58125, -3.53716], [4.98864, 1.56377, -4.25085], [4.36471, 0.33699, -4.02579], [3.01493, -1.27688, -0.62371], [3.80915, -2.36318, -0.22774], [3.62477, -3.41838, -1.18880], [2.72775, -2.95423, -2.14833], [-2.73564, 1.72673, -2.16811], [-3.46499, 2.53321, -3.03162], [-4.08306, 1.69428, -4.00591], [-3.64330, 0.39645, -3.77829], [-4.18887, -2.17556, -2.07296], [-4.78578, -2.89563, -1.06315], [-3.83499, -3.08747, 0.00393], [-2.65064, -2.51288, -0.39524], [1.17709, -2.44274, -3.66490], [0.75252, -1.16977, -4.87119], [-1.42831, -1.56537, -4.46378], [-1.06626, -2.83495, -3.34629], [2.50734, 2.40036, -2.19855], [4.45847, 3.64778, -3.55440], [5.86097, 1.67193, -4.86912], [4.66186, -0.68612, -4.26603], [2.81368, -0.31902, -0.11855], [4.47801, -2.34738, 0.62403], [4.11489, -4.38445, -1.22451], [2.29160, -3.52255, -2.98741], [-2.18721, 1.97970, -1.25376], [-3.58891, 3.60001, -2.96474], [-4.75965, 1.91987, -4.81326], [-4.01142, -0.55817, -4.15790], [-4.52857, -1.86597, -3.06609], [-5.78877, -3.26544, -1.15580], [-4.01245, -3.61856, 0.92467], [-1.64783, -2.49408, 0.04893], [-1.71627, -0.72607, 5.76525], [-1.67462, -0.49562, 4.44625], [-2.39959, 0.57942, 3.92210], [-3.08575, 1.41621, 4.74148], [-2.37481, 0.82169, 2.56643], [-3.12809, 1.81372, 2.04798], [-1.62724, 0.00260, 1.64586], [-1.75372, 0.08569, 0.38877], [-0.82343, -0.99902, 2.27832], [0.01281, -1.74036, 1.52078], [-0.90298, -1.29949, 3.60932], [-0.18762, -2.31504, 4.12752]]
}